1.
17
Properties=species:S:1:pos:R:3:lowdin_charge:R:1 method="wB97M-V/def2-TZVPD" lumo_ev=3.327 fmax_ev_per_a=0.7 orbital_gap_ev=5.86 homo_ev=-2.54 charge=-1
S -0.253 -0.376 -1.160 0.1793
S 2.557 1.883 1.442 0.6554
C 2.785 1.297 -0.262 -0.4561
C -1.647 -1.539 -1.421 -0.8178
C -2.495 -1.693 -0.161 -0.2582
C 0.817 1.460 1.667 -0.4823
H -3.279 -2.456 -0.249 0.0432
H 2.342 1.993 -0.972 0.0268
H 0.643 0.394 1.576 -0.0056
H -1.247 -2.514 -1.700 0.0180
H -3.003 -0.751 0.061 0.0454
H 0.207 1.905 0.885 0.0076
H 3.857 1.243 -0.429 0.0118
H 2.294 0.332 -0.374 -0.0337
H 0.528 1.866 2.634 0.0122
H -2.259 -1.133 -2.225 0.0147
H -1.848 -1.912 0.688 0.0394



2.
16
Properties=species:S:1:pos:R:3:lowdin_charge:R:1 method="wB97M-V/def2-TZVPD" spin_multiplicity=2 lumo_ev="4.304 / 4.504" fmax_ev_per_a=1.4 orbital_gap_ev="2.75 / 11.99" homo_ev="1.56 / -7.49" charge=-1
C -1.820 -1.091 -2.206 -0.3127
C -0.729 -0.819 -1.177 -0.4270
C 0.848 0.324 1.840 -0.3021
C 1.680 1.587 1.528 -0.2983
H -2.783 -1.252 -1.719 0.0362
H -1.821 -0.295 -2.941 0.0329
H 0.302 -1.039 -1.514 0.0134
H 2.146 1.490 0.546 0.0265
H 2.532 1.671 2.215 0.0374
H 1.076 2.493 1.582 0.0329
H 1.428 -0.529 1.496 0.0302
H -0.730 -1.397 -0.253 0.0234
H 0.704 0.266 2.922 0.0384
H -1.624 -2.061 -2.679 0.0347
H -0.647 0.250 -0.955 0.0198
H -0.125 0.383 1.371 0.0145



3.
16
Properties=species:S:1:pos:R:3:lowdin_charge:R:1 method="wB97M-V/def2-TZVPD" spin_multiplicity=2 lumo_ev="4.439 / 4.514" fmax_ev_per_a=2.8 orbital_gap_ev="2.88 / 12.10" homo_ev="1.56 / -7.58" charge=-1
C -2.002 0.858 1.329 -0.3242
C 2.072 -1.457 -0.120 -0.3019
C 1.264 -1.377 -1.438 -0.3109
C -1.350 1.819 0.282 -0.3672
H -2.531 1.491 1.975 -0.0022
H 0.651 -0.506 -1.484 0.0019
H 1.990 -1.218 -2.275 0.0475
H -2.115 2.327 -0.284 0.0144
H -2.679 0.297 0.624 0.0449
H 1.368 -1.353 0.760 0.0439
H 2.758 -0.607 -0.114 0.0280
H -0.624 2.600 0.746 0.0465
H -0.659 1.332 -0.401 0.0065
H 0.556 -2.183 -1.638 0.0275
H 2.584 -2.381 0.051 0.0199
H -1.282 0.361 1.984 0.0252